Formula: C62H158N14O22
Source: OMol25
Level of theory: wB97M-V/def2-TZVPD

Results
SMILES = COCCNCCOC.COCCNCCOC.COCCNCCOC.COCCNCCOC.COCCNCCOC.COCCNCCOC.COCCNCCOC.COCCNCCOC.COCCNCCOC.COCCNCCOC.NC(N)=O.NC(N)=O
HOMO level = -7.94 eV
E = -132740.632 eV
Lowest unoccupied orbital energy = 0.32 eV
Multiplicity = 1

Atoms and positions in Å:
O: -14.28 -27.56 5.13
O: -0.38 -27.60 -1.47
O: -12.89 -21.84 0.53
O: -10.91 -35.84 4.97
O: 0.93 -36.46 1.49
O: -4.36 -26.19 2.64
O: 0.28 -35.23 4.62
O: -7.82 -40.82 6.79
O: -3.49 -38.42 2.88
O: -7.95 -34.62 -1.22
O: 3.33 -32.48 5.32
O: -6.37 -26.09 -4.98
O: -2.73 -30.57 3.85
O: -10.39 -32.39 1.44
O: -2.75 -21.21 0.24
O: -9.11 -26.46 -0.93
O: 4.26 -37.88 -0.76
O: -7.16 -29.98 6.66
O: -8.61 -29.31 2.54
O: -9.43 -26.38 5.56
O: -4.73 -33.68 1.00
O: -5.17 -30.29 -3.45
N: -5.97 -35.54 -1.61
N: -6.27 -30.31 0.72
N: -3.63 -24.00 0.75
N: -0.82 -28.68 1.33
N: 2.76 -34.85 6.40
N: -5.09 -27.41 -2.71
N: -5.88 -39.04 4.76
N: -9.08 -33.79 3.46
N: -8.79 -27.82 8.02
N: -7.70 -36.31 -2.57
N: -13.14 -29.23 6.15
N: -12.07 -24.49 0.24
N: -13.53 -29.30 4.04
N: 1.59 -37.20 -1.24
C: -3.05 -23.56 -0.54
C: -5.24 -39.80 3.64
C: -4.85 -24.74 0.73
C: -1.95 -20.44 1.12
C: -8.77 -33.94 1.99
C: -1.26 -29.83 2.06
C: -8.78 -35.03 4.15
C: -9.22 -25.76 6.77
C: 0.92 -35.95 -0.87
C: -7.32 -31.29 7.17
C: -5.54 -32.66 0.37
C: -11.21 -25.68 -0.02
C: -13.67 -20.66 0.80
C: -7.24 -29.15 2.75
C: -4.43 -26.30 4.12
C: 0.18 -26.56 -2.24
C: -6.41 -25.47 -6.18
C: -8.98 -32.62 1.38
C: 2.54 -36.89 -2.24
C: -4.93 -31.67 -3.57
C: -2.04 -22.37 -0.23
C: -1.37 -27.18 -0.61
C: -13.67 -28.60 5.15
C: -5.96 -25.37 -3.82
C: -3.04 -37.54 1.90
C: -10.67 -31.28 0.56
C: -3.85 -30.29 4.73
C: -5.21 -25.18 2.11
C: 3.47 -31.34 4.52
C: -10.69 -26.19 4.96
C: 2.30 -36.11 5.76
C: -4.63 -29.69 -2.27
C: -11.97 -36.75 5.11
C: -6.19 -29.10 1.60
C: -7.79 -40.63 5.33
C: -6.65 -29.04 7.64
C: 4.42 -33.39 5.25
C: 4.18 -34.54 6.23
C: -5.52 -31.41 1.36
C: -13.23 -22.58 -0.63
C: 1.73 -35.39 2.02
C: -4.78 -38.85 2.52
C: -5.42 -28.49 -1.82
C: -9.95 -36.11 4.01
C: -7.26 -35.38 -1.79
C: -7.74 -28.63 8.63
C: -9.40 -29.15 3.75
C: 0.12 -36.09 0.41
C: -1.85 -28.21 0.38
C: -6.08 -26.33 -2.59
C: -7.31 -39.23 4.88
C: -1.13 -35.21 4.54
C: -8.22 -26.61 7.52
C: -9.11 -27.51 -0.02
C: -7.90 -42.21 7.22
C: -3.25 -33.62 1.07
C: 3.69 -37.92 -2.06
C: -12.28 -23.70 -0.95
C: -9.80 -25.33 -0.55
C: -2.45 -29.47 3.01
C: 5.44 -38.64 -0.72
C: 0.77 -36.19 5.49
H: 2.05 -37.52 -0.40
H: -7.03 -26.87 -2.60
H: -6.18 -25.63 1.92
H: -11.51 -37.73 5.24
H: -5.53 -38.07 2.38
H: -3.75 -25.67 4.69
H: -4.64 -39.51 1.67
H: -7.06 -25.94 -6.93
H: -11.74 -26.28 -0.76
H: 1.97 -36.84 -3.16
H: -0.07 -28.99 0.73
H: -2.33 -19.43 1.29
H: 2.20 -35.71 2.96
H: -8.13 -29.47 9.20
H: -10.92 -26.95 4.23
H: -5.14 -31.93 -4.61
H: -10.59 -36.15 3.13
H: -5.89 -25.85 -1.63
H: -5.50 -34.83 -1.07
H: -2.89 -33.29 2.05
H: -3.26 -36.49 2.05
H: -13.35 -28.85 7.06
H: -4.72 -30.33 -1.39
H: -13.70 -28.84 3.16
H: -6.26 -28.19 7.08
H: -3.79 -23.43 -1.33
H: -3.15 -37.86 0.87
H: -1.82 -29.15 -0.17
H: -4.82 -30.45 4.26
H: 1.54 -35.06 -0.74
H: 2.53 -30.78 4.53
H: -2.83 -34.62 0.97
H: 2.48 -35.04 1.31
H: 1.22 -34.45 2.20
H: -9.31 -24.67 0.16
H: -10.43 -31.59 -0.45
H: -1.87 -22.07 -1.26
H: -5.22 -28.91 2.04
H: -5.55 -32.30 -2.93
H: -3.81 -23.16 1.27
H: -4.86 -27.60 -3.68
H: -12.64 -24.22 -1.84
H: 0.66 -25.86 -1.55
H: -6.51 -28.20 1.06
H: -1.29 -30.78 1.53
H: 5.82 -38.83 0.29
H: -14.73 -20.87 0.99
H: -1.12 -26.21 -0.18
H: -10.47 -29.19 3.54
H: -1.16 -22.76 0.28
H: -13.17 -21.94 -1.51
H: -2.10 -20.96 2.07
H: -1.95 -37.54 1.87
H: -0.47 -29.92 2.80
H: -8.67 -32.81 0.35
H: 4.33 -33.70 4.21
H: -4.86 -25.62 0.09
H: 2.76 -36.96 6.27
H: 0.27 -35.94 6.43
H: -13.84 -19.98 -0.04
H: -5.76 -40.64 3.19
H: -9.94 -24.61 -1.36
H: -8.95 -42.44 7.38
H: -7.53 -31.87 6.27
H: -6.33 -31.66 7.47
H: -11.57 -26.19 5.60
H: -3.75 -31.03 5.52
H: -8.68 -36.53 -2.46
H: -7.94 -26.04 8.40
H: 2.79 -36.15 4.79
H: -11.04 -26.25 0.89
H: 5.08 -39.63 -1.02
H: -9.09 -29.91 4.48
H: -10.08 -25.56 7.41
H: -4.38 -40.25 4.13
H: -9.15 -34.83 1.50
H: -7.45 -27.94 9.42
H: -5.62 -36.45 -1.85
H: -6.47 -28.73 -1.93
H: -7.18 -41.43 4.92
H: -8.99 -27.40 1.05
H: -6.93 -30.00 3.36
H: 0.99 -26.87 -2.90
H: 0.46 -37.22 5.32
H: -0.91 -20.30 0.81
H: -10.19 -30.33 0.78
H: 6.27 -38.27 -1.33
H: -10.02 -28.10 -0.12
H: -7.85 -35.43 3.73
H: -7.78 -38.86 3.97
H: -12.95 -24.78 0.65
H: -12.69 -36.69 4.30
H: 3.34 -38.89 -2.42
H: -5.18 -28.11 -0.83
H: -3.56 -29.51 -2.35
H: -6.89 -24.51 -5.97
H: -11.30 -23.23 -1.04
H: -2.42 -24.40 -0.84
H: -5.48 -25.19 -6.67
H: -8.38 -31.82 1.83
H: -8.46 -34.95 5.19
H: 4.52 -34.23 7.22
H: -3.86 -31.85 -3.46
H: -5.22 -24.25 2.67
H: 3.83 -31.51 3.51
H: -5.90 -31.69 2.35
H: -7.01 -28.25 3.32
H: 4.69 -35.44 5.88
H: -8.76 -40.70 4.82
H: -7.40 -43.05 6.72
H: -12.88 -30.04 4.27
H: -7.74 -38.47 5.53
H: -13.26 -20.20 1.70
H: -5.37 -26.47 4.63
H: -6.67 -24.56 -3.64
H: -1.58 -34.70 3.69
H: -1.48 -36.24 4.52
H: -9.11 -28.15 4.07
H: -5.77 -29.37 8.20
H: -5.66 -24.05 0.48
H: -2.23 -28.52 3.50
H: -2.79 -27.87 0.81
H: 4.07 -30.59 5.03
H: 0.16 -35.77 -1.64
H: -7.14 -30.70 0.41
H: -1.43 -34.63 5.41
H: -12.43 -36.57 6.08
H: -4.45 -31.24 1.51
H: -11.75 -31.15 0.63
H: -9.58 -37.11 4.22
H: -4.01 -27.29 4.35
H: -7.56 -42.14 8.25
H: -4.97 -24.93 -3.97
H: -8.05 -31.45 7.96
H: -2.81 -33.03 0.27
H: -8.29 -28.18 -0.29
H: -5.08 -32.49 -0.61
H: -7.72 -34.17 1.81
H: -10.04 -33.57 3.65
H: -9.28 -28.20 7.23
H: -12.72 -30.13 5.98
H: -3.77 -29.36 5.29
H: 2.86 -35.85 -2.14
H: -6.54 -33.05 0.21
H: -14.23 -23.02 -0.60
H: -7.01 -36.95 -2.93
H: -8.69 -24.84 6.54
H: -10.61 -25.21 4.48
H: -0.52 -35.22 0.63
H: 4.49 -37.68 -2.77
H: 5.41 -32.96 5.41
H: -0.55 -26.04 -2.85
H: -2.19 -26.87 -1.25
H: -7.41 -26.71 6.80
H: 2.25 -34.07 6.01
H: -3.39 -29.33 2.47
H: -5.52 -38.11 4.88
H: -0.62 -36.89 0.34